{"formula": "C4H6O2", "method": "ωB97M-V/def2-TZVPD", "e_tot_ha": -306.42946, "smiles": "O=C[C@H]1CCO1", "orbital_gap_ev": 10.4, "spin_multiplicity": 1, "lumo_ev": 0.68, "homo_ev": -9.67, "de_lowest_ev": 2.091, "symbols": ["O", "C", "C", "C", "C", "O", "H", "H", "H", "H", "H", "H"], "positions_angstrom": [[-0.85506, -2.50511, 1.13528], [-0.75742, -1.52696, 0.44260], [0.43524, -0.57039, 0.38472], [0.36215, 0.30265, -0.87482], [0.10587, 1.45339, 0.10673], [0.19160, 0.56490, 1.23683], [-1.57496, -1.21525, -0.25188], [1.37459, -1.07834, 0.63860], [-0.50916, 0.05023, -1.48701], [1.24187, 0.36539, -1.51466], [-0.88360, 1.92021, 0.04077], [0.86888, 2.23928, 0.14284]], "forces_ev_per_angstrom": [[0.21, 0.47, -0.32], [-0.04, -0.28, 0.25], [0.01, -0.29, -0.06], [-0.02, 0.02, -0.20], [-0.04, 0.33, -0.17], [-0.09, -0.06, 0.13], [-0.07, -0.14, 0.28], [-0.22, 0.06, -0.09], [0.20, 0.11, -0.05], [-0.03, 0.01, 0.21], [0.15, -0.05, -0.01], [-0.07, -0.17, 0.04]]}